Record 1
The following is a DFT calculation (wB97M-V/def2-TZVPD) of a molecular structure, C18H34AsN4O4PRuS4Sb.

```
68
Properties=species:S:1:pos:R:3:lowdin_spin:R:1
Ru 0.642 -0.930 -0.086 0.000
O 2.667 -1.123 0.321 0.000
C 3.301 -1.137 1.452 0.000
C 4.686 -1.440 1.420 0.000
C 5.456 -1.454 2.554 0.000
C 4.886 -1.179 3.803 0.000
C 3.544 -0.893 3.864 0.000
C 2.728 -0.858 2.720 0.000
C 1.316 -0.527 2.864 0.000
N 0.372 -0.531 1.935 0.000
C -0.806 -0.108 2.525 0.000
C -0.575 0.144 3.834 0.000
N 0.761 -0.123 4.035 0.000
H 5.113 -1.660 0.450 0.000
H 6.511 -1.684 2.482 0.000
H 5.485 -1.195 4.702 0.000
H 3.113 -0.706 4.841 0.000
H -1.703 0.021 1.939 0.000
H -1.221 0.482 4.622 0.000
H 1.252 -0.029 4.904 0.000
S -2.111 -1.093 -2.363 0.000
As -1.421 -3.253 -2.887 0.000
S -1.556 -1.428 -0.333 0.001
S -0.579 -3.248 -0.623 0.001
S -3.235 -4.270 -2.670 0.000
N -4.088 3.638 0.520 0.057
C -4.732 1.143 1.871 0.715
P -4.448 0.596 0.215 0.095
O -5.398 1.153 -0.806 0.007
O -2.968 0.633 -0.083 0.005
C -4.995 -1.188 0.244 0.027
N -5.183 -1.549 -1.192 0.008
H -5.051 3.781 0.240 -0.001
H -3.631 3.159 -0.247 0.000
H -3.649 4.542 0.645 0.002
H -5.718 1.438 2.200 0.038
H -3.918 1.195 2.578 0.038
H -5.968 -1.258 0.727 0.005
H -4.282 -1.866 0.710 0.001
H -4.262 -1.630 -1.676 0.000
H -5.647 -0.724 -1.610 0.000
H -5.679 -2.424 -1.350 0.001
C 1.041 3.522 -0.057 0.000
C 0.395 3.244 -1.431 0.000
C -0.116 1.820 -1.294 0.000
O 0.881 1.197 -0.466 0.000
C 1.195 2.130 0.578 0.000
H 0.404 4.151 0.563 0.000
H 2.004 4.017 -0.165 0.000
H 1.146 3.296 -2.220 0.000
H -0.406 3.940 -1.671 0.000
H -0.170 1.263 -2.229 0.000
H -1.091 1.763 -0.800 0.000
H 2.206 1.907 0.916 0.000
H 0.499 1.991 1.409 0.000
C 1.340 -0.871 -4.548 0.000
Sb 1.770 -1.108 -2.468 0.000
C 3.532 0.089 -2.489 0.000
C 2.650 -3.037 -2.651 0.000
H 2.297 -0.837 -5.066 0.000
H 0.792 0.050 -4.742 0.000
H 0.756 -1.715 -4.911 0.000
H 4.317 -0.449 -3.019 0.000
H 3.842 0.295 -1.469 0.000
H 3.326 1.023 -3.011 0.000
H 3.519 -2.987 -3.306 0.000
H 1.917 -3.721 -3.079 0.000
H 2.945 -3.392 -1.665 0.000
```

Calculated values
Expectation value of S²: 0.75
Energy above the lowest of the compared OMol25 structures with the same formula, charge and spin: 63.3 kcal/mol
M: 827.49 g/mol
Spin multiplicity: 2
Kohn-Sham gap: 6.714 eV
Energy: -5731.3341 Ha

***

Record 2
The following is a DFT calculation (wB97M-V/def2-TZVPD) of a molecular structure, C18H34MoN5O6SbSe5 at a distorted geometry.

```
70
Properties=species:S:1:pos:R:3:lowdin_spin:R:1
Mo -0.120 0.903 0.161 0.931
C -2.001 -0.573 -1.245 0.027
C -1.897 0.835 -1.567 -0.006
C -2.236 1.560 -0.370 -0.003
C -2.332 0.565 0.661 -0.007
C -2.317 -0.750 0.082 0.033
C -2.689 -2.060 0.741 0.004
C -4.196 -2.238 0.462 0.004
C -1.922 -3.230 0.118 0.001
C -2.483 -2.069 2.254 0.000
C -2.864 2.941 -0.091 0.005
C -2.550 3.472 1.311 0.001
C -2.469 4.066 -1.047 0.000
C -4.386 2.718 -0.191 -0.001
C -1.799 1.244 -3.052 0.000
C -3.239 1.557 -3.498 -0.001
C -1.332 0.055 -3.905 0.000
C -0.853 2.384 -3.443 0.000
H -1.788 -1.370 -1.943 0.003
H -2.628 0.791 1.673 0.000
H -4.400 -2.214 -0.610 0.001
H -4.777 -1.446 0.943 0.000
H -4.534 -3.200 0.857 0.001
H -2.139 -3.362 -0.943 0.002
H -2.185 -4.158 0.632 0.000
H -0.842 -3.095 0.222 0.000
H -2.946 -1.215 2.748 0.000
H -1.424 -2.053 2.504 0.000
H -2.927 -2.985 2.655 0.000
H -1.495 3.715 1.413 0.001
H -2.801 2.770 2.105 0.000
H -3.140 4.381 1.465 0.000
H -1.394 4.248 -1.003 0.000
H -2.983 4.978 -0.730 0.000
H -2.758 3.870 -2.075 0.000
H -4.725 2.025 0.582 0.000
H -4.663 2.301 -1.161 0.000
H -4.913 3.668 -0.061 0.000
H -3.902 0.723 -3.254 0.000
H -3.259 1.694 -4.583 0.000
H -3.640 2.459 -3.036 0.000
H -2.053 -0.759 -3.936 0.001
H -0.384 -0.348 -3.550 -0.001
H -1.183 0.397 -4.931 0.000
H -0.970 3.302 -2.883 0.000
H -1.037 2.601 -4.500 0.000
H 0.181 2.065 -3.344 0.000
N 3.177 -0.646 1.533 0.000
N 3.229 0.555 2.244 0.004
C 2.641 1.642 1.654 0.006
N 2.625 2.763 2.416 0.001
N 2.149 1.506 0.434 0.006
N 1.204 2.494 0.043 -0.059
O 0.789 2.166 -1.188 0.013
O 1.196 3.699 0.419 -0.058
H 2.276 -1.100 1.625 0.000
H 3.949 -1.232 1.797 0.000
H 2.951 0.505 3.220 0.000
H 2.497 2.556 3.398 0.000
H 1.972 3.444 2.042 0.000
Se -1.083 -3.495 -3.975 0.223
Sb 1.081 -3.226 -2.900 0.214
Se 0.979 -1.010 -1.036 -0.020
Se 2.652 -0.638 -2.717 0.459
Se 1.667 -4.931 -1.303 0.185
O 1.131 0.716 4.186 0.002
Se -0.143 0.669 3.190 0.004
O 0.140 -0.419 1.922 0.002
O -0.197 1.995 2.170 0.018
O -1.541 0.435 3.945 0.003
```

Calculated values
Expectation value of S²: 2.08
Energy above the lowest of the compared OMol25 structures with the same formula, charge and spin: 29.2 kcal/mol
M: 1029.00 g/mol
Spin multiplicity: 3
Net charge: -2
Kohn-Sham gap (spin up / spin down): 5.837 / 5.515 eV
Energy: -13747.0279 Ha